Entry 1:
Molecular formula: C6H7N
Method: DFT, ωB97M-V/def2-TZVPD

Each line ends with the Mulliken charge.
Cartesian coordinates (Å):
C: -1.221 1.135 0.864  -1.307
C: -0.170 0.358 0.137  1.463
C: 0.595 -0.782 0.866  -1.115
C: 0.289 -1.657 -0.366  -0.283
C: -0.320 -0.597 -1.094  -0.119
C: 0.622 0.323 -1.760  -0.256
N: 0.720 1.143 -0.744  -0.733
H: -1.114 2.222 0.644  0.382
H: -1.381 0.680 1.954  0.251
H: -2.130 0.942 0.337  0.326
H: 0.174 -1.105 1.753  0.436
H: 1.630 -0.572 0.872  0.334
H: 1.019 -2.421 -0.781  0.295
H: 1.287 0.332 -2.683  0.326

Summary:
Highest occupied orbital energy, eV: -8.84
Net charge: 0
Structure (SMILES): C[C@@]12CC=C1C=N2
HOMO-LUMO gap, eV: 8.83



Entry 2:
Molecular formula: C6H7N2O
Method: DFT, ωB97M-V/def2-TZVPD

Each line ends with the Mulliken charge.
Cartesian coordinates (Å):
C: 1.438 -1.715 -0.530  -1.006
C: 0.994 -0.337 -0.464  0.527
N: 1.396 0.797 -1.178  -0.057
C: 0.523 1.917 -0.936  0.291
O: 0.621 2.973 -1.454  -0.406
C: -0.519 1.478 0.152  -0.117
C: -1.203 0.565 0.733  0.852
C: -2.285 0.107 1.605  -1.050
N: -0.016 -0.091 0.370  -0.166
H: 0.610 -2.383 -0.221  0.301
H: 2.354 -1.932 -0.085  0.310
H: 1.774 -2.001 -1.579  0.351
H: 2.092 0.667 -1.881  0.230
H: -2.076 -1.031 1.836  0.303
H: -3.327 0.313 1.052  0.318
H: -2.374 0.672 2.580  0.320

Summary:
Highest occupied orbital energy, eV: -14.23
Net charge: +1
Structure (SMILES): Cc1[nH+]c(=O)c2c(C)n1-2
HOMO-LUMO gap, eV: 9.58



Entry 3:
Molecular formula: C6H7N2O2
Method: DFT, ωB97M-V/def2-TZVPD

Each line ends with the Mulliken charge.
Cartesian coordinates (Å):
C: 2.981 -0.096 -0.129  -1.133
C: 1.564 0.024 0.131  0.728
C: 0.817 1.207 0.095  -0.679
C: -0.548 0.833 0.049  0.282
N: -1.851 1.133 -0.053  -0.041
C: -2.662 -0.062 -0.103  0.181
O: -3.802 -0.057 -0.314  -0.402
C: -1.766 -1.277 0.155  -0.170
N: -0.458 -0.743 0.035  0.290
O: 0.796 -1.096 0.233  -0.264
H: 3.314 -1.003 0.332  0.361
H: 3.078 0.018 -1.195  0.305
H: 3.536 0.671 0.334  0.404
H: 1.258 2.189 -0.079  0.378
H: -2.271 2.017 -0.112  0.165
H: -2.066 -1.661 1.278  0.282
H: -1.921 -2.096 -0.657  0.313

Summary:
Highest occupied orbital energy, eV: -14.21
Net charge: +1
Structure (SMILES): CC1=CC2=[NH+]C(=O)CN2O1
HOMO-LUMO gap, eV: 9.58



Entry 4:
Molecular formula: C6H7N2O2
Method: DFT, ωB97M-V/def2-TZVPD

Each line ends with the Mulliken charge.
Cartesian coordinates (Å):
C: -1.116 -0.509 0.162  -0.327
C: -0.380 -0.919 -0.973  -0.061
C: 0.577 0.215 2.001  -0.769
C: 1.527 -0.584 1.509  0.550
C: -0.656 0.478 1.203  -0.687
C: 0.861 -0.378 -1.379  -0.629
N: 1.540 -0.847 -2.466  0.330
N: 2.269 -1.380 1.076  0.471
O: 3.079 -2.116 0.716  -0.596
O: 1.331 -1.735 -3.175  -0.351
H: -2.005 -0.942 0.420  0.484
H: -0.855 -1.740 -1.569  0.375
H: 0.547 0.736 2.901  0.424
H: -0.542 1.303 0.513  0.317
H: -1.502 0.728 1.829  0.441
H: 1.154 0.440 -0.912  0.667
H: 2.391 -0.148 -2.523  0.360

Summary:
Multiplicity: 3
Highest occupied orbital energy (spin up / spin down), eV: -12.15 / -13.77
Net charge: +1
HOMO-LUMO gap (spin up / spin down), eV: 6.31 / 6.19



Entry 5:
Molecular formula: C6H7N2O2S
Method: DFT, ωB97M-V/def2-TZVPD

Each line ends with the Mulliken charge.
Cartesian coordinates (Å):
C: -1.010 -0.987 1.817  -0.775
C: -2.415 -1.154 0.242  -0.210
C: -0.472 -0.333 0.685  0.013
C: 1.531 -2.092 -0.533  0.751
C: 0.856 1.324 -0.645  -1.252
C: 0.787 0.268 0.386  0.699
N: -2.195 -1.521 1.454  -0.693
N: -1.359 -0.484 -0.283  0.013
O: 2.411 -2.259 0.236  -0.502
O: 0.736 -2.343 -1.352  -0.434
S: 1.867 0.503 1.767  -0.377
H: -0.661 -0.958 2.902  0.310
H: -3.300 -1.437 -0.382  0.321
H: 1.859 1.887 -0.782  0.321
H: 0.928 0.928 -1.674  0.215
H: -0.117 1.888 -0.504  0.301
H: -1.203 -0.408 -1.211  0.203
H: 2.717 -0.740 1.689  0.094

Summary:
Highest occupied orbital energy, eV: -2.03
Net charge: -1
HOMO-LUMO gap, eV: 5.50



Entry 6:
Molecular formula: C6H7N2O3S
Method: DFT, ωB97M-V/def2-TZVPD

Each line ends with the Mulliken charge.
Cartesian coordinates (Å):
H: -0.797 -1.141 -2.233  0.300
N: -1.466 -1.159 -1.338  -1.011
C: -0.838 -0.865 -0.261  0.785
C: -1.571 -1.155 0.937  -0.565
C: -0.973 -1.039 2.077  -0.397
N: 0.276 -0.505 2.337  0.621
O: 0.761 -0.471 3.521  -0.885
C: 0.897 0.001 1.291  -0.560
C: 0.376 -0.170 0.025  -0.360
S: 1.397 0.522 -1.247  1.114
C: 0.216 1.817 -1.846  -1.014
O: 2.584 1.081 -0.682  -0.678
O: 1.493 -0.438 -2.332  -0.629
H: -2.544 -1.653 0.890  0.332
H: -1.482 -1.385 3.007  0.296
H: 1.795 0.497 1.525  0.568
H: -0.695 1.194 -2.027  0.364
H: 0.087 2.409 -0.987  0.343
H: 0.484 2.460 -2.657  0.374

Summary:
Highest occupied orbital energy, eV: -3.06
Net charge: -1
Structure (SMILES): [H]/N=c1/ccn([O-])cc1S(C)(=O)=O
HOMO-LUMO gap, eV: 6.41



Entry 7:
Molecular formula: C6H7N3
Method: DFT, ωB97M-V/def2-TZVPD

Each line ends with the Mulliken charge.
Cartesian coordinates (Å):
C: 1.522 -0.720 0.258  0.109
C: 0.894 1.370 -1.076  -0.676
C: 1.667 0.667 0.021  -0.019
C: 0.628 1.743 0.352  0.004
C: -1.280 -0.818 0.656  0.565
C: -2.012 -1.939 0.120  -0.960
N: 1.534 -1.855 0.428  -0.487
N: -0.584 1.434 0.989  -1.503
N: -1.070 0.337 0.712  0.748
H: 1.426 2.053 -1.722  0.260
H: 0.136 0.791 -1.588  0.278
H: 2.705 0.967 0.155  0.382
H: 1.023 2.683 0.716  0.408
H: -2.841 -2.179 0.784  0.314
H: -1.347 -2.801 0.075  0.324
H: -2.400 -1.732 -0.881  0.254

Summary:
Highest occupied orbital energy, eV: -7.87
Net charge: 0
HOMO-LUMO gap, eV: 8.66



Entry 8:
Molecular formula: C6H7N3
Method: DFT, ωB97M-V/def2-TZVPD

Each line ends with the Mulliken charge.
Cartesian coordinates (Å):
N: 2.927 1.912 0.635  -0.467
C: 1.947 1.336 0.814  0.017
C: 0.640 0.766 0.984  0.206
C: -0.193 0.896 -0.333  -0.697
C: -0.018 -0.540 -0.949  -0.851
N: -0.292 -1.374 0.248  -0.475
C: 0.663 -0.929 1.272  0.188
C: 0.132 -1.171 2.601  -0.041
N: -0.170 -1.237 3.703  -0.432
H: 0.197 1.446 1.720  0.314
H: 0.063 1.528 -1.149  0.410
H: -1.360 0.983 -0.168  0.286
H: -0.709 -0.829 -1.621  0.473
H: 0.847 -0.708 -1.436  0.372
H: -1.215 -1.358 0.632  0.313
H: 1.744 -1.322 0.987  0.385

Summary:
Highest occupied orbital energy, eV: -9.92
Net charge: 0
Structure (SMILES): N#C[C@H]1CCN[C@@H]1C#N
HOMO-LUMO gap, eV: 10.46



Across the entries above, relative energy (zero: lowest compared OMol25 entry of this formula, charge and spin) takes the values 128.66, 70.32, 74.34, 98.01, 17.33, 41.13, 90.42, 47.90 kcal/mol, respectively.